158
Properties=species:S:1:pos:R:3 method="wB97M-V/def2-TZVPD" e_tot_ev=-139397.88398 lumo_ev=0.16
C -0.06 -0.70 3.16
C -0.90 -0.11 4.12
C -0.94 1.26 4.19
C -0.04 2.10 3.45
C 0.68 1.46 2.50
C 0.73 0.08 2.36
O 1.56 -0.46 1.32
O -1.91 1.67 5.09
H 0.20 -1.75 3.11
H -1.44 -0.82 4.73
H -0.09 3.16 3.67
H 1.27 2.04 1.81
H 1.80 -1.39 1.38
H -2.49 2.39 4.85
C 2.31 -7.85 9.40
C 2.99 -6.92 10.21
C 2.73 -5.55 9.97
C 1.76 -5.07 9.06
C 1.21 -5.99 8.24
C 1.53 -7.37 8.32
O 0.90 -8.26 7.51
O 3.40 -4.75 10.80
H 2.35 -8.91 9.61
H 3.73 -7.28 10.91
H 1.77 -4.01 8.87
H 0.58 -5.56 7.48
H 1.36 -9.10 7.48
H 2.84 -3.96 10.78
C 8.06 1.41 -5.79
C 7.84 1.37 -4.41
C 7.39 0.24 -3.79
C 6.93 -0.87 -4.64
C 7.14 -0.91 -5.96
C 7.64 0.26 -6.52
O 7.87 0.30 -7.87
O 7.35 0.13 -2.44
H 8.50 2.30 -6.21
H 8.02 2.25 -3.81
H 6.56 -1.79 -4.20
H 7.01 -1.78 -6.59
H 7.79 -0.61 -8.19
H 6.42 0.05 -2.20
C 6.62 6.30 -0.48
O 7.17 7.35 -1.41
P 8.67 7.97 -1.24
O 9.76 7.14 -1.74
O 8.74 8.43 0.28
C 9.19 7.65 1.36
O 8.59 9.34 -2.09
C 7.87 10.41 -1.60
H 7.40 6.02 0.22
H 6.08 5.41 -0.79
H 5.81 6.82 0.03
H 9.81 6.83 1.01
H 8.29 7.48 1.95
H 9.86 8.33 1.89
H 8.45 10.97 -0.86
H 6.93 10.11 -1.14
H 7.68 10.94 -2.53
C 4.92 -9.29 -2.05
O 5.15 -8.06 -1.28
P 4.14 -7.75 0.02
O 4.04 -6.31 0.48
O 2.79 -8.63 -0.23
C 1.99 -8.26 -1.37
O 4.85 -8.78 1.04
C 6.30 -8.76 1.23
H 4.13 -9.96 -1.72
H 5.75 -10.00 -2.03
H 4.73 -9.06 -3.10
H 0.95 -8.56 -1.38
H 2.34 -8.75 -2.28
H 1.99 -7.18 -1.49
H 6.67 -7.74 1.23
H 6.75 -9.43 0.50
H 6.63 -9.06 2.23
C -4.79 9.50 7.20
O -5.71 9.42 6.16
P -5.48 8.39 4.93
O -4.92 7.10 5.33
O -6.94 8.13 4.31
C -7.57 9.08 3.52
O -4.61 9.10 3.74
C -4.00 8.21 2.86
H -4.10 8.66 7.25
H -5.35 9.48 8.14
H -4.26 10.46 7.18
H -6.91 9.92 3.30
H -8.52 9.46 3.90
H -7.77 8.56 2.59
H -2.99 7.94 3.15
H -4.05 8.70 1.88
H -4.56 7.28 2.69
C -7.63 -0.86 -1.56
O -8.30 -0.64 -0.30
P -9.11 0.73 0.11
O -10.12 1.19 -0.88
O -9.69 0.47 1.55
C -10.91 -0.17 1.70
O -7.97 1.86 0.47
C -6.93 1.69 1.48
H -6.57 -1.02 -1.33
H -7.89 -0.19 -2.38
H -7.88 -1.84 -1.95
H -11.63 0.44 2.26
H -10.84 -1.08 2.29
H -11.58 -0.23 0.84
H -7.03 2.58 2.11
H -5.93 1.59 1.07
H -7.02 0.99 2.30
C -1.66 4.50 -3.51
O -0.58 5.34 -3.22
C -0.61 6.46 -4.05
C -0.21 6.09 -5.58
O 0.62 7.15 -6.13
C -0.03 8.28 -6.75
H -1.49 3.73 -2.75
H -1.53 4.22 -4.55
H -2.58 5.08 -3.43
H 0.07 7.21 -3.62
H -1.59 6.91 -4.20
H -1.12 6.07 -6.19
H 0.47 5.24 -5.68
H -0.73 8.03 -7.54
H 0.78 8.93 -7.09
H -0.55 8.94 -6.05
C -4.17 -5.99 0.46
O -5.08 -6.98 -0.12
C -5.33 -8.26 0.62
C -6.32 -9.26 0.13
O -7.75 -8.96 0.08
C -8.46 -8.90 1.33
H -4.45 -5.53 1.42
H -3.88 -5.25 -0.28
H -3.30 -6.48 0.89
H -5.60 -7.92 1.62
H -4.43 -8.86 0.70
H -6.13 -10.14 0.75
H -6.06 -9.62 -0.87
H -8.15 -9.74 1.94
H -9.47 -9.23 1.08
H -8.37 -7.84 1.59
C 1.50 -3.85 -6.98
O 1.27 -3.13 -5.76
C 1.25 -1.68 -5.90
C -0.08 -1.24 -6.41
O -1.21 -1.67 -5.66
C -1.66 -2.98 -5.93
H 0.81 -3.59 -7.78
H 1.41 -4.88 -6.65
H 2.51 -3.52 -7.24
H 2.03 -1.22 -6.52
H 1.63 -1.20 -5.00
H -0.21 -1.36 -7.49
H 0.01 -0.16 -6.32
H -1.22 -3.64 -5.18
H -1.50 -3.60 -6.81
H -2.74 -3.01 -5.78



146
Properties=species:S:1:pos:R:3 method="wB97M-V/def2-TZVPD" total_charge=+1 e_tot_ev=-68298.74729 lumo_ev=-1.74
C 7.29 -1.90 4.06
C 8.60 -2.50 3.54
C 8.49 -3.99 3.24
C 7.43 -4.38 2.18
C 7.36 -3.46 0.96
C 8.52 -3.65 -0.04
C 8.75 -2.41 -0.90
C 9.82 -1.45 -0.34
C 9.49 0.03 -0.50
C 8.23 0.46 0.25
C 8.30 1.89 0.78
C 6.99 2.39 1.37
C 5.88 2.58 0.34
C 4.71 3.43 0.87
C 3.43 3.20 0.06
C 2.53 2.16 0.72
C 1.45 1.61 -0.21
C 0.49 0.61 0.42
N 1.22 -0.40 1.27
C 1.24 -0.09 2.75
C 0.59 -1.28 3.49
C -0.10 -2.09 2.39
C 0.78 -1.91 1.16
C 2.07 -2.72 1.29
C 2.94 -2.70 0.04
O 0.24 -2.17 -0.08
C -1.17 -2.06 -0.22
C -1.94 -3.36 0.17
C -2.85 -3.83 -0.96
O -1.04 -4.38 0.58
H 6.57 -1.72 3.26
H 6.82 -2.56 4.80
H 7.47 -0.94 4.55
H 8.91 -1.96 2.64
H 9.38 -2.35 4.28
H 9.47 -4.38 2.95
H 8.23 -4.50 4.17
H 7.66 -5.39 1.83
H 6.45 -4.44 2.66
H 6.43 -3.68 0.43
H 7.30 -2.41 1.25
H 9.44 -3.91 0.50
H 8.27 -4.50 -0.68
H 9.03 -2.70 -1.91
H 7.80 -1.87 -0.99
H 10.77 -1.68 -0.84
H 9.98 -1.66 0.72
H 10.33 0.61 -0.10
H 9.43 0.29 -1.56
H 8.09 -0.22 1.11
H 7.35 0.36 -0.39
H 9.07 1.93 1.56
H 8.64 2.56 -0.02
H 7.16 3.33 1.90
H 6.65 1.66 2.12
H 6.28 3.05 -0.56
H 5.48 1.61 0.04
H 4.99 4.48 0.84
H 4.54 3.19 1.92
H 3.70 2.85 -0.94
H 2.87 4.13 -0.06
H 3.19 1.35 1.06
H 2.07 2.59 1.62
H 0.84 2.44 -0.58
H 1.92 1.16 -1.09
H -0.04 0.05 -0.35
H -0.26 1.09 1.04
H 2.19 -0.39 0.95
H 0.65 0.82 2.90
H 2.26 0.12 3.05
H 1.33 -1.86 4.02
H -0.14 -0.89 4.19
H -0.18 -3.15 2.61
H -1.11 -1.71 2.24
H 1.78 -3.74 1.54
H 2.66 -2.34 2.13
H 3.34 -1.71 -0.19
H 3.81 -3.34 0.20
H 2.40 -3.07 -0.83
H -1.56 -1.20 0.32
H -1.32 -1.85 -1.28
H -2.54 -3.15 1.06
H -3.06 -4.89 -0.84
H -3.81 -3.31 -0.95
H -2.39 -3.68 -1.94
H -0.77 -4.89 -0.19
C -4.31 0.52 0.61
O -3.10 0.70 0.73
N -4.92 0.19 -0.54
C -6.35 -0.07 -0.61
C -4.11 0.06 -1.74
H -5.00 0.63 1.45
H -6.51 -1.09 -0.95
H -6.83 0.62 -1.30
H -6.80 0.07 0.37
H -3.34 -0.70 -1.61
H -3.61 1.00 -1.97
H -4.75 -0.22 -2.58
C -10.03 1.25 0.27
O -8.82 1.43 0.32
N -10.71 0.93 -0.84
C -12.15 0.74 -0.84
C -9.99 0.78 -2.09
H -10.67 1.35 1.16
H -12.40 -0.27 -1.15
H -12.62 1.44 -1.52
H -12.53 0.90 0.17
H -9.25 -0.02 -2.01
H -9.48 1.71 -2.36
H -10.70 0.55 -2.87
C -7.51 -3.67 0.76
O -7.78 -4.66 0.12
N -6.84 -3.67 1.92
C -6.53 -2.46 2.65
C -6.41 -4.96 2.46
H -7.80 -2.65 0.42
H -5.45 -2.34 2.76
H -6.98 -2.48 3.65
H -6.92 -1.60 2.11
H -5.75 -5.47 1.76
H -7.27 -5.60 2.64
H -5.89 -4.79 3.40
C -12.26 3.60 -4.19
O -11.98 2.52 -3.69
N -13.44 4.23 -4.03
C -13.72 5.50 -4.65
C -14.46 3.60 -3.21
H -11.55 4.16 -4.83
H -13.94 6.27 -3.90
H -14.58 5.43 -5.33
H -12.86 5.82 -5.23
H -14.10 3.46 -2.18
H -14.72 2.62 -3.60
H -15.34 4.23 -3.19
C 7.01 5.38 -3.06
O 7.24 4.48 -2.28
N 5.77 5.74 -3.44
C 5.53 6.83 -4.37
C 4.66 4.99 -2.89
H 7.81 5.99 -3.52
H 4.92 7.61 -3.90
H 5.01 6.48 -5.26
H 6.48 7.27 -4.67
H 4.67 5.06 -1.80
H 4.75 3.94 -3.15
H 3.72 5.39 -3.27